DFT (ωB97M-V/def2-TZVPD) results for a cluster of 7 separate species, C36H58BN10O10 in total in a non-equilibrium geometry.

Each line ends with the Mulliken charge.
CARTESIAN COORDINATES (ANGSTROEM)
O1 -1.298740 3.393609 -1.236713  -0.46
C1 -1.242826 2.200769 -1.132730  0.22
O2 -0.203564 1.483870 -0.721032  0.31
B1 -0.634687 0.061174 -0.635787  1.56
O3 -1.986408 0.022289 -1.159845  -0.82
C2 -2.443152 1.267618 -1.367203  0.24
O4 -3.554328 1.506580 -1.720651  -0.64
O5 -0.536801 -0.467878 0.732747  -0.58
C3 0.133767 -1.582516 0.732297  0.45
O6 0.269747 -2.353095 1.646658  -0.65
C4 0.682840 -1.812944 -0.709798  0.91
O7 0.233749 -0.832332 -1.463977  -0.63
O8 1.290428 -2.782819 -1.092267  -0.62
C5 1.076249 -3.139951 -6.747355  -0.99
C6 2.409463 -2.448003 -6.719410  -0.52
N1 2.976570 -2.344546 -5.368422  0.14
C7 3.202165 -1.166799 -4.688873  -0.52
C8 3.802868 -1.475559 -3.520322  -0.36
N2 3.841280 -2.852284 -3.449130  0.21
C9 3.421560 -3.333611 -4.611035  -0.11
C10 4.360437 -3.674630 -2.339794  -0.92
H1 0.546585 -3.009180 -7.694924  0.39
H2 0.326111 -2.825870 -6.016562  0.18
H3 1.127452 -4.229147 -6.671858  0.37
H4 2.437195 -1.495684 -7.238913  0.40
H5 3.112455 -3.079379 -7.268331  0.31
H6 2.925184 -0.228252 -5.134974  0.47
H7 4.147951 -0.882941 -2.693522  0.46
H8 3.394593 -4.381913 -4.862111  0.45
H9 3.528533 -4.036181 -1.747369  0.25
H10 4.955507 -2.991263 -1.732988  0.32
H11 5.078298 -4.357919 -2.781914  0.46
C11 3.207143 1.322311 0.659189  -0.94
C12 3.464471 2.398468 -0.387645  -0.49
N3 2.505680 3.494947 -0.251322  0.23
C13 1.828800 4.104529 -1.275444  -0.42
C14 0.992928 5.002460 -0.708787  -0.51
N4 1.198570 4.950444 0.646015  0.18
C15 2.153098 4.076481 0.895607  -0.18
C16 0.508994 5.757332 1.672086  -0.74
H12 3.588725 0.351643 0.314518  0.27
H13 2.159940 1.219902 0.935623  0.17
H14 3.831528 1.401035 1.554912  0.46
H15 3.325862 1.962733 -1.373386  0.38
H16 4.467252 2.812067 -0.292145  0.29
H17 1.911971 3.785649 -2.297887  0.47
H18 0.212160 5.587399 -1.157539  0.45
H19 2.513277 3.814610 1.874663  0.40
H20 -0.569062 5.596541 1.627116  0.26
H21 0.666398 6.801795 1.408201  0.31
H22 0.877867 5.459672 2.644955  0.29
C17 2.881651 -2.596021 8.163872  -1.24
C18 2.041672 -3.141840 7.042006  -0.35
N5 2.799090 -3.345597 5.800923  0.19
C19 4.063621 -3.877619 5.751411  -0.36
C20 4.453541 -3.920548 4.456250  -0.51
N6 3.383584 -3.436922 3.718690  0.19
C21 2.422863 -3.072796 4.555242  -0.17
C22 3.444231 -3.194473 2.274038  -0.56
H23 2.262627 -2.092689 8.899843  0.36
H24 3.675096 -1.959543 7.769009  0.38
H25 3.440053 -3.355446 8.717726  0.35
H26 1.222445 -2.456934 6.798434  0.36
H27 1.437215 -4.018980 7.285478  0.33
H28 4.656080 -4.174768 6.599092  0.43
H29 5.370990 -4.227056 3.988645  0.49
H30 1.492284 -2.631469 4.233789  0.50
H31 4.195016 -2.435909 2.068821  0.43
H32 2.478863 -2.789073 1.971553  -0.21
H33 3.604956 -4.145858 1.777385  0.38
C23 -2.947775 6.795195 1.288605  -1.22
C24 -2.860977 5.906305 0.056541  0.54
N7 -4.139294 5.377106 -0.406691  0.35
C25 -5.133999 6.024363 -1.114519  -0.43
C26 -6.130564 5.129814 -1.293586  -0.58
N8 -5.711990 3.942676 -0.720451  0.25
C27 -4.529942 4.142164 -0.154932  -0.21
C28 -6.471194 2.708869 -0.642848  -0.89
H34 -2.865874 6.219716 2.212636  0.26
H35 -3.884020 7.352544 1.271786  0.47
H36 -2.123674 7.509471 1.242310  0.32
H37 -2.107995 5.123457 0.120743  -0.63
H38 -2.501492 6.461576 -0.821793  0.41
H39 -4.934245 7.019896 -1.469472  0.50
H40 -7.062164 5.174241 -1.827738  0.47
H41 -3.960108 3.366175 0.335416  0.32
H42 -6.274463 2.103496 0.237156  0.32
H43 -6.204198 2.147313 -1.538406  0.35
H44 -7.545948 2.873331 -0.646876  0.38
C29 -2.475331 -2.446710 -3.532812  -0.62
C30 -3.279679 -3.531073 -2.840413  -0.60
N9 -2.931913 -3.620445 -1.409337  0.37
C31 -3.841823 -3.521376 -0.379227  -0.46
C32 -3.306098 -4.149045 0.687164  -0.52
N10 -2.018094 -4.493177 0.340761  0.16
C33 -1.822835 -4.166033 -0.926829  -0.56
C34 -0.976356 -5.071422 1.190900  -0.87
H45 -1.403358 -2.673665 -3.480817  0.04
H46 -2.559608 -1.495377 -3.013242  0.13
H47 -2.739012 -2.381378 -4.585497  0.48
H48 -3.065775 -4.510845 -3.262978  0.37
H49 -4.343591 -3.340739 -2.943014  0.35
H50 -4.839127 -3.163388 -0.564141  0.53
H51 -3.650789 -4.338645 1.688436  0.49
H52 -0.934009 -4.248392 -1.530202  0.66
H53 0.003191 -4.777267 0.831511  0.25
H54 -1.033654 -6.155768 1.068985  0.40
H55 -1.140431 -4.831011 2.233867  0.35
C35 -1.254829 2.486158 1.952755  0.00
C36 -2.265648 3.492582 2.538360  0.29
O9 -1.819485 4.599440 2.908537  -0.74
O10 -3.452928 3.071198 2.575796  -0.77
H56 -0.883035 1.809681 2.721969  0.62
H57 -0.406666 3.007547 1.489646  -0.34
H58 -1.721122 1.893712 1.167160  -0.10

Cartesian forces (eV/Å) of the 2 atoms listed first:
0.2 -0.4 -0.2
-0.4 0.9 0.4

Its net charge is +3. For the gap between HOMO and LUMO, the calculation gives 6.6 eV. The calculation puts the HOMO energy at -12.65 eV. The value obtained for the energy relative to the best compared isomer or geometry (same formula, charge and spin) is 0.0 kcal/mol.

***

DFT (ωB97M-V/def2-TZVPD) results for a structure of composition C29H57F4GaO8P in a non-equilibrium geometry.

Each line ends with the Mulliken charge.
CARTESIAN COORDINATES (ANGSTROEM)
C1 0.575848 -0.927875 2.837834  -0.83
C2 0.673722 -2.172753 1.725960  0.64
O1 1.447617 -1.934882 0.663185  -0.62
O2 -0.070086 -3.418593 1.995606  -0.35
C3 0.115422 -4.403136 0.895306  -0.40
C4 -0.780186 -4.021085 -0.459992  -0.11
C5 -1.497244 -5.328106 -1.143999  -0.46
C6 -2.779708 -4.763178 -2.032628  -0.42
C7 -4.151361 -5.603898 -1.718141  -0.79
Ga1 -5.326298 -4.813364 -0.199042  0.02
P1 -5.758974 -2.496747 -0.529918  -0.08
C8 -7.456133 -2.102599 0.258939  -0.67
C9 -4.346613 -1.421440 0.177501  -0.73
C10 -4.683491 -5.263472 1.713907  0.58
F1 -4.489700 -4.066861 2.598300  -0.33
F2 -3.368895 -5.999130 1.761642  -0.34
C11 -5.784528 -6.331766 2.380307  0.33
F3 -5.170113 -7.700761 2.367422  -0.31
F4 -6.080919 -5.989204 3.792110  -0.30
H1 1.659655 -0.592330 3.180956  0.27
H2 -0.031798 0.001207 2.413425  0.24
H3 -0.064216 -1.314702 3.765051  0.29
H4 -0.357859 -5.417072 1.302745  0.34
H5 1.262398 -4.571841 0.638851  0.23
H6 -1.526352 -3.159762 -0.152569  -0.07
H7 -0.044262 -3.573288 -1.264259  0.26
H8 -1.959381 -6.093612 -0.373579  0.26
H9 -0.733790 -5.966649 -1.800441  0.25
H10 -2.457681 -4.909321 -3.171837  0.31
H11 -2.848667 -3.608471 -1.855620  0.25
H12 -3.873996 -6.734761 -1.585326  0.33
H13 -4.814246 -5.549695 -2.709477  0.21
H14 -6.785269 -5.522488 -0.361788  -0.38
H15 -7.429840 -2.012884 1.443561  0.25
H16 -8.157404 -3.038386 0.030193  0.26
H17 -7.903042 -1.111979 -0.217011  0.15
H18 -3.496950 -2.030710 0.719795  0.17
H19 -4.776596 -0.593675 0.916481  0.27
H20 -3.906854 -0.802979 -0.744093  0.20
H21 -6.717813 -6.361923 1.673610  0.08
C12 1.566386 2.826099 -2.206864  -0.92
C13 0.959255 1.594331 -1.590304  0.66
O3 -0.213455 1.287631 -1.798616  -0.60
C14 1.842583 0.752307 -0.708977  -0.54
H22 0.813015 3.335230 -2.817439  0.32
H23 1.899762 3.508969 -1.421441  0.21
H24 2.405311 2.545456 -2.848697  0.27
H25 2.188272 1.342844 0.143211  0.29
H26 2.693826 0.379241 -1.284001  0.26
H27 1.271009 -0.103287 -0.333766  0.09
C15 -11.597989 -2.207204 3.427574  -1.16
C16 -10.805083 -1.786261 2.219222  0.79
O4 -10.297848 -2.616813 1.467157  -0.50
C17 -10.656844 -0.309694 1.966660  -0.87
H28 -11.621136 -3.300788 3.483437  0.30
H29 -11.126463 -1.820590 4.334509  0.32
H30 -12.623908 -1.839444 3.345419  0.33
H31 -10.143364 0.161456 2.808571  0.30
H32 -11.640781 0.142667 1.819411  0.37
H33 -10.060620 -0.154507 1.061147  0.11
C18 6.322371 4.485475 -1.519116  -0.98
C19 5.243814 3.587500 -0.974724  0.80
O5 4.173740 4.044084 -0.575749  -0.58
C20 5.525234 2.109183 -0.937414  -0.85
H34 5.980166 5.525342 -1.485146  0.31
H35 7.224713 4.394144 -0.909381  0.27
H36 6.536461 4.221528 -2.557868  0.28
H37 6.392115 1.912005 -0.301727  0.37
H38 5.703818 1.739301 -1.950202  0.31
H39 4.658487 1.585212 -0.520612  0.10
C21 -7.406913 1.897488 -2.364579  -1.19
C22 -6.969759 1.750164 -0.931680  0.83
O6 -7.262945 0.753172 -0.273839  -0.49
C23 -6.159937 2.869970 -0.334826  -1.19
H40 -7.982861 1.014263 -2.660856  0.29
H41 -8.041817 2.780688 -2.470386  0.36
H42 -6.531388 1.977999 -3.013793  0.35
H43 -6.739338 3.796531 -0.350224  0.36
H44 -5.228852 2.993864 -0.893552  0.35
H45 -5.915272 2.626779 0.704654  0.28
C24 11.422371 4.721189 -2.729831  -1.08
C25 10.343814 3.823215 -2.185438  0.81
O7 9.273740 4.279799 -1.786464  -0.52
C26 10.625234 2.344897 -2.148128  -1.03
H46 11.080166 5.761056 -2.695860  0.26
H47 12.324713 4.629858 -2.120095  0.28
H48 11.636461 4.457242 -3.768582  0.37
H49 11.492115 2.147720 -1.512441  0.30
H50 10.803818 1.975016 -3.160916  0.34
H51 9.758487 1.820926 -1.731327  0.24
C27 11.535506 4.762006 2.650355  -1.13
C28 12.328412 5.182949 1.442003  0.89
O8 12.835648 4.352397 0.689938  -0.57
C29 12.476651 6.659516 1.189441  -1.12
H52 11.512359 3.668422 2.706218  0.29
H53 12.007032 5.148620 3.557290  0.36
H54 10.509587 5.129766 2.568200  0.32
H55 12.990131 7.130665 2.031353  0.37
H56 11.492715 7.111876 1.042192  0.32
H57 13.072876 6.814703 0.283928  0.28

Cartesian forces (eV/Å) of the 2 atoms listed first:
-1.1 -1.0 0.6
2.5 1.0 -3.3

Its net charge is -1. For the gap between HOMO and LUMO, the calculation gives 4.8 eV. The calculation puts the HOMO energy at -3.39 eV.

***

DFT (ωB97M-V/def2-TZVPD) results for a structure of composition C36H34BF5N5O3OsSbSe.

Each line ends with the Mulliken charge.
CARTESIAN COORDINATES (ANGSTROEM)
Os1 0.058679 -0.282320 0.400744  1.12
C1 1.239437 -3.598482 1.276968  -1.44
C2 2.212044 -2.523097 0.918306  0.67
C3 3.549122 -2.828380 0.702086  -0.92
C4 4.492338 -1.829032 0.708898  -0.61
C5 4.112300 -0.557145 1.144345  -0.93
C6 2.780334 -0.284673 1.353884  0.13
N1 1.829598 -1.228296 1.058248  0.77
Sb1 2.324548 1.100711 2.939508  0.93
C7 0.560044 -0.016076 3.438985  0.33
C8 0.340680 -0.293848 4.772595  -0.90
C9 -0.810966 -0.969900 5.154795  -0.59
C10 -1.712563 -1.350486 4.185322  -0.98
C11 -1.471445 -1.060628 2.851809  1.16
C12 -2.469438 -1.465280 1.809200  -1.23
N2 -0.341981 -0.394675 2.485904  0.52
C13 1.167980 2.523941 1.909149  0.03
C14 0.977155 3.748366 2.515605  -0.90
C15 0.346378 4.755162 1.797176  -0.74
C16 0.016688 4.500302 0.490162  -0.93
C17 0.245366 3.243326 -0.069667  0.26
C18 -0.025007 3.052044 -1.510613  0.15
N3 0.764071 2.225119 0.651822  0.31
H1 1.503724 -3.926297 2.288022  0.43
H2 1.306889 -4.462249 0.621989  0.46
H3 0.217837 -3.241948 1.312194  0.05
H4 3.833047 -3.866599 0.568941  0.54
H5 5.534267 -2.056531 0.509322  0.48
H6 4.860450 0.189890 1.381029  0.58
H7 1.064151 0.019662 5.513503  0.49
H8 -0.995061 -1.203132 6.197368  0.45
H9 -2.616030 -1.887089 4.446438  0.52
H10 -3.207545 -2.145812 2.230051  0.59
H11 -1.997550 -1.973576 0.966834  0.01
H12 -2.993515 -0.589759 1.424903  0.24
H13 1.326704 3.924263 3.525865  0.46
H14 0.148242 5.721903 2.245059  0.46
H15 -0.423228 5.272839 -0.130216  0.52
H16 0.762206 3.539024 -2.094381  0.66
H17 -0.972588 3.510579 -1.788470  0.41
H18 -0.039839 2.015165 -1.775713  -0.74
C19 -2.548753 -0.637392 -5.672420  -1.66
C20 -1.164286 -0.512996 -5.085129  1.38
C21 -0.139281 -1.213736 -5.954557  -1.84
O1 -1.148138 -1.218483 -3.792654  -0.51
B1 -0.353018 -0.499869 -2.960753  0.80
O2 -0.013700 0.726704 -3.410804  -0.30
C22 -0.755006 0.941563 -4.680408  1.51
C23 0.181569 1.620359 -5.650131  -1.89
C24 -1.946776 1.827358 -4.366637  -1.59
H19 -2.748692 -1.683281 -5.909489  0.46
H20 -2.621867 -0.060452 -6.598618  0.34
H21 -3.316543 -0.289045 -4.981596  0.26
H22 -0.428920 -2.259556 -6.068705  0.50
H23 0.857235 -1.179245 -5.502000  0.23
H24 -0.085363 -0.760567 -6.947481  0.38
H25 1.123078 1.079488 -5.749468  0.37
H26 0.396274 2.633826 -5.304691  0.46
H27 -0.286178 1.693315 -6.636621  0.36
H28 -2.616778 1.360756 -3.637895  0.02
H29 -2.515948 2.041889 -5.273351  0.46
H30 -1.594123 2.775356 -3.960223  0.44
Se1 -0.542285 -2.970322 -1.687567  0.45
N4 0.248888 -1.160368 -1.697496  -0.93
C25 1.634156 -1.436125 -2.100235  0.77
C26 2.586026 -0.440989 -2.232289  0.08
C27 3.852850 -0.783672 -2.688946  -1.03
C28 4.163445 -2.111155 -3.009792  -0.83
C29 3.220744 -3.107335 -2.872688  -0.90
C30 1.933905 -2.779351 -2.409540  0.39
N5 0.954064 -3.712143 -2.209936  -0.87
H31 2.337564 0.590954 -1.999244  0.39
H32 4.602194 -0.009919 -2.809096  0.50
H33 5.152470 -2.356008 -3.378970  0.46
H34 3.439276 -4.140292 -3.115589  0.56
F1 -6.426861 1.175795 -2.428839  -0.30
C31 -5.247536 1.044201 -1.851799  0.70
C32 -4.630140 -0.186760 -1.804094  0.27
F2 -5.211836 -1.252811 -2.333677  -0.34
C33 -3.393298 -0.301577 -1.206739  0.45
F3 -2.821375 -1.515312 -1.159279  -0.44
C34 -2.732533 0.776272 -0.647113  0.13
O3 -1.497938 0.703561 -0.103874  0.10
C35 -3.385200 1.998925 -0.690346  -0.40
F4 -2.805305 3.072933 -0.155838  -0.31
C36 -4.621405 2.137981 -1.284782  0.39
F5 -5.204580 3.324539 -1.318969  -0.30

Cartesian forces (eV/Å) of the 2 atoms listed first:
-0.4 -0.5 0.1
0.0 -0.1 -0.2

Its expectation value of S² is 6.042. Its multiplicity is 5. Its net charge is +2. For the gap between HOMO and LUMO (spin up / spin down), the calculation gives 6.6 / 6.7 eV. The calculation puts the HOMO energy (spin up / spin down) at -12.65 / -13.99 eV. The value obtained for the energy relative to the best compared isomer or geometry (same formula, charge and spin) is 0.0 kcal/mol.